Run w
{
  "formula": "C23H27N10O7S2Tc",
  "method": "ωB97M-V/def2-TZVPD",
  "multiplicity": 4,
  "e_homo_ha": [-0.3978, -0.4069],
  "total_charge": 1,
  "species": ["Tc", "N", "C", "S", "N", "N", "C", "C", "C", "C", "C", "C", "C", "O", "H", "H", "H", "H", "H", "H", "H", "N", "N", "C", "O", "O", "H", "H", "H", "N", "C", "C", "C", "C", "C", "N", "C", "H", "H", "H", "H", "C", "C", "S", "O", "O", "C", "C", "N", "C", "N", "C", "C", "N", "O", "O", "C", "H", "H", "H", "H", "H", "H", "H", "H", "H", "H", "H", "H", "H"],
  "coordinates": [[1.93094, -1.55672, 0.64458], [4.83646, -2.49746, -1.96668], [4.18416, -2.53505, -0.80099], [4.04040, -0.97996, -0.03719], [3.52418, -3.62143, -0.29683], [2.77913, -3.30333, 0.76827], [2.40194, -4.28712, 1.64699], [2.31225, -3.90558, 3.02049], [2.60415, -4.81445, 4.09346], [1.97340, -4.70516, 5.30091], [1.36510, -3.45976, 5.69373], [1.58246, -2.41346, 4.88282], [1.90805, -2.59486, 3.49066], [2.11101, -1.49682, 2.71985], [5.25395, -1.62263, -2.24742], [4.85502, -3.29462, -2.61339], [2.26621, -5.33290, 1.29334], [3.29970, -5.64770, 3.96272], [2.00688, -5.53383, 6.03549], [0.75895, -3.32371, 6.62080], [1.47657, -1.38838, 5.30539], [-0.16801, -1.74958, 1.33541], [-0.77687, -0.57096, 0.76049], [0.03603, 0.61322, 0.71728], [-0.52678, 1.67488, 0.86596], [1.30119, 0.40560, 0.78800], [-0.56997, -2.58891, 0.84614], [-0.27494, -1.76605, 2.36873], [-1.73551, -0.41394, 0.98581], [0.38768, 5.35457, 2.13052], [-0.53708, 5.61572, 2.78043], [-1.58355, 6.05513, 3.63276], [-1.35187, 7.11168, 4.56223], [-2.47338, 7.57382, 5.27848], [-3.73921, 7.02629, 4.93855], [-3.99778, 6.21125, 3.90550], [-2.91005, 5.75274, 3.23107], [-0.37645, 7.56507, 4.71789], [-2.42839, 8.16017, 6.18953], [-4.57136, 7.19770, 5.60915], [-3.13722, 5.20874, 2.32111], [-3.18304, 3.67859, -4.75340], [-3.00871, 2.16004, -4.54602], [-1.43724, 1.33769, -4.92215], [-0.18212, 1.87806, -4.36797], [-1.50581, 1.08874, -6.35191], [-1.73746, -0.19303, -4.00910], [-0.68575, -1.21414, -4.32787], [-0.08581, -1.85696, -3.16274], [0.91537, -1.26524, -2.38759], [1.20696, -1.96154, -1.27820], [0.55003, -3.18820, -1.46705], [-0.28343, -3.09211, -2.58259], [-1.15673, -4.06766, -3.02998], [-1.80185, -3.77695, -4.07532], [-1.29883, -5.13316, -2.33359], [1.58964, 0.06977, -2.64803], [-4.20168, 4.02819, -4.61844], [-2.84421, 3.90737, -5.79483], [-2.54124, 4.17502, -4.05177], [-3.72712, 1.54934, -5.10516], [-3.23161, 1.99720, -3.50022], [-2.73144, -0.62437, -4.31876], [-1.81082, 0.12558, -2.92895], [0.17785, -0.82249, -4.94559], [-1.04428, -2.02774, -5.00661], [0.75794, -4.08449, -0.82401], [2.54538, -0.13918, -3.16504], [1.72446, 0.58613, -1.68873], [0.99413, 0.74333, -3.29038]],
  "mulliken_charge": [0.490, -0.370, 0.674, -0.355, -1.196, 0.977, -0.424, 0.188, -1.007, -0.374, -0.364, -0.470, 0.998, -0.723, 0.230, 0.260, 0.440, 0.439, 0.366, 0.389, 0.409, -0.325, -0.251, 0.676, -0.662, -0.629, 0.358, 0.368, 0.254, -0.432, 0.159, 0.377, -0.337, -0.415, -0.139, -0.584, -0.225, 0.414, 0.363, 0.374, 0.455, -1.198, -0.482, 1.183, -0.746, -0.642, -0.622, -1.368, 0.255, 0.048, 1.181, -0.904, 0.012, 0.948, -0.594, -0.556, -0.883, 0.385, 0.323, 0.337, 0.395, 0.389, 0.515, 0.449, 0.546, 0.462, 0.438, 0.269, 0.257, 0.228]
}


Run x
{
  "formula": "C23H27N10O7S2Tc",
  "method": "ωB97M-V/def2-TZVPD",
  "multiplicity": 4,
  "e_homo_ha": [-0.4069, -0.4163],
  "total_charge": 1,
  "species": ["Tc", "N", "C", "S", "N", "N", "C", "C", "C", "C", "C", "C", "C", "O", "H", "H", "H", "H", "H", "H", "H", "N", "N", "C", "O", "O", "H", "H", "H", "N", "C", "C", "C", "C", "C", "N", "C", "H", "H", "H", "H", "C", "C", "S", "O", "O", "C", "C", "N", "C", "N", "C", "C", "N", "O", "O", "C", "H", "H", "H", "H", "H", "H", "H", "H", "H", "H", "H", "H", "H"],
  "coordinates": [[-1.51538, -0.97937, 2.15257], [-3.64972, -2.03705, -1.30440], [-3.31405, -1.25816, -0.22580], [-3.46687, -1.95606, 1.37425], [-2.80250, -0.05063, -0.36250], [-2.23998, 0.36674, 0.84113], [-2.17429, 1.65487, 1.01917], [-1.85745, 2.24527, 2.26660], [-1.61864, 3.65553, 2.38560], [-1.32869, 4.20089, 3.62999], [-1.27019, 3.36666, 4.75530], [-1.50090, 1.97724, 4.70732], [-1.87606, 1.41588, 3.46961], [-2.47130, 0.15387, 3.41626], [-4.09864, -2.94623, -1.22688], [-3.44406, -1.58813, -2.22505], [-2.33951, 2.32672, 0.19468], [-1.65203, 4.36946, 1.59141], [-1.08639, 5.24367, 3.71111], [-1.04431, 3.74551, 5.73981], [-1.53314, 1.33309, 5.66325], [-0.16306, -1.65519, 0.58792], [1.11116, -1.75204, 1.18453], [1.27996, -1.03994, 2.36426], [2.31489, -1.10954, 3.03006], [0.21900, -0.26267, 2.77195], [-0.34786, -2.46268, -0.01290], [-0.10329, -0.83716, -0.04276], [1.94121, -2.26914, 0.79540], [-1.94296, -7.03980, 2.82989], [-1.67105, -6.13109, 3.50820], [-1.47904, -4.81392, 4.02923], [-1.39275, -4.52486, 5.44218], [-1.16741, -3.19039, 5.79170], [-1.18347, -2.21503, 4.84735], [-1.26707, -2.50522, 3.46645], [-1.34981, -3.81540, 3.07727], [-1.49384, -5.34914, 6.17790], [-1.18015, -2.92280, 6.84098], [-1.10555, -1.18854, 5.13744], [-1.26836, -4.08395, 2.00408], [3.51105, -1.61696, -6.61389], [3.67409, -0.33069, -5.83585], [2.08118, 0.58806, -5.54651], [1.13816, -0.35178, -4.93224], [1.64107, 1.28028, -6.73464], [2.60015, 1.97281, -4.40024], [1.63110, 2.91147, -3.63482], [1.20012, 2.37667, -2.30931], [0.28375, 1.32520, -2.01756], [0.54325, 0.75968, -0.82596], [1.55299, 1.47347, -0.26059], [1.95301, 2.51973, -1.11058], [2.80600, 3.54381, -0.78993], [3.12877, 4.43525, -1.63738], [3.19641, 3.53311, 0.44114], [-0.88614, 0.90259, -2.87236], [4.48971, -1.99065, -7.02478], [2.80434, -1.52510, -7.47159], [3.05077, -2.45245, -5.99396], [4.27390, 0.51399, -6.27903], [4.05988, -0.53314, -4.80115], [3.18688, 2.55798, -5.11239], [3.31873, 1.61092, -3.64553], [0.65955, 3.16866, -4.08266], [2.18946, 3.82362, -3.39735], [1.97719, 1.11188, 0.70586], [-0.80313, 1.07437, -3.94203], [-1.76663, 1.44135, -2.51074], [-0.96208, -0.19537, -2.76844]],
  "mulliken_charge": [0.026, -0.442, 0.632, -0.287, -0.927, 0.849, -0.024, 0.622, -0.929, -0.740, -0.460, -0.650, 0.949, -0.754, 0.214, 0.243, 0.446, 0.453, 0.438, 0.415, 0.257, 0.093, -0.278, 0.407, -0.656, -0.316, 0.399, 0.656, 0.235, -0.432, -0.185, 0.325, -0.234, -0.746, -0.189, 0.522, 0.044, 0.464, 0.404, 0.348, 0.375, -1.086, -0.407, 1.155, -0.632, -0.650, -0.985, -0.933, 0.326, 0.066, -0.024, -0.680, -0.473, 0.973, -0.631, -0.584, -0.999, 0.348, 0.316, 0.284, 0.366, 0.334, 0.621, 0.523, 0.459, 0.375, 0.547, 0.420, 0.295, 0.110]
}


Most stable one: run x, least stable one: run w.


Run w
{
  "formula": "C4H9N2O2",
  "method": "ωB97M-V/def2-TZVPD",
  "e_homo_ha": -0.1293,
  "total_charge": -1,
  "species": ["N", "C", "C", "N", "C", "C", "O", "O", "H", "H", "H", "H", "H", "H", "H", "H", "H"],
  "coordinates": [[2.19640, 0.90156, 0.93022], [0.91253, 0.83237, 0.45635], [0.56373, 0.05546, -0.66521], [-0.61405, -0.37318, -1.07081], [-1.68185, -0.07893, -0.09257], [-3.09897, -0.42720, -0.47018], [-3.94761, 0.49844, 0.11344], [4.19381, -0.71164, -0.08533], [4.53104, -1.56718, -0.33981], [2.83684, 0.41545, 0.28189], [2.22127, 0.43504, 1.83738], [0.28305, 1.58143, 0.91014], [1.40449, -0.32943, -1.24028], [-1.39771, -0.38701, 0.92575], [-1.64769, 1.00777, 0.09535], [-3.30085, -0.43266, -1.54637], [-3.45443, -1.42029, -0.03997]],
  "mulliken_charge": [-0.375, -0.195, 0.103, -0.451, -0.245, -0.451, -0.811, -1.076, 0.153, 0.246, 0.292, 0.438, 0.425, 0.308, 0.269, 0.217, 0.154]
}


Run x
{
  "formula": "C4H9N2O2",
  "method": "ωB97M-V/def2-TZVPD",
  "smiles": "NC(=O)C[C@H](N)C[O-]",
  "e_homo_ha": -0.0985,
  "total_charge": -1,
  "species": ["C", "O", "C", "C", "C", "N", "O", "N", "H", "H", "H", "H", "H", "H", "H", "H", "H"],
  "coordinates": [[1.34324, -0.13515, 1.78937], [0.86253, 0.48420, 2.83879], [0.11632, -0.18501, 0.52482], [0.55478, 0.33991, -0.82305], [-0.40123, 0.05219, -1.97647], [-1.46653, -0.74172, -1.74714], [-0.09351, 0.33529, -3.13264], [-1.00334, 0.55356, 1.01691], [1.50182, -1.21090, 2.07311], [2.20544, 0.40015, 1.27480], [0.04297, -1.27265, 0.41691], [1.49188, -0.14361, -1.11269], [0.68720, 1.42768, -0.88810], [-2.11291, -1.02987, -2.44073], [-1.82349, -0.86054, -0.80021], [-0.87762, 1.55412, 0.94856], [-1.02754, 0.43235, 2.03777]],
  "mulliken_charge": [-0.247, -0.886, -0.041, -0.524, 0.368, -0.316, -0.698, -0.736, 0.168, 0.146, 0.287, 0.232, 0.268, 0.221, 0.253, 0.238, 0.265]
}


Most stable one: run x, least stable one: run w.


Run w
{
  "formula": "CH2N2O2S",
  "method": "ωB97M-V/def2-TZVPD",
  "e_homo_ha": [-0.3437, -0.3193],
  "species": ["C", "N", "N", "O", "O", "S", "H", "H"],
  "coordinates": [[0.45221, 0.38827, 0.37324], [1.15007, 0.43372, -0.75541], [-0.44165, -0.57517, 0.52964], [-0.47946, -1.57066, -0.18133], [-1.54210, -0.51887, 1.25485], [-2.19133, 1.00176, 0.94260], [0.97938, 0.42073, -1.79059], [2.07288, 0.42021, -0.37299]],
  "mulliken_charge": [-0.120, -0.233, 0.655, -0.573, -0.232, -0.045, 0.240, 0.308]
}


Run x
{
  "formula": "CH2N2O2S",
  "method": "ωB97M-V/def2-TZVPD",
  "e_homo_ha": [-0.4069, -0.3243],
  "species": ["C", "N", "N", "O", "O", "S", "H", "H"],
  "coordinates": [[-2.19986, -1.31137, -0.48409], [-0.10992, 0.65270, 0.07200], [-2.20261, -1.23966, 0.89418], [-2.97264, -0.24140, 1.07574], [-1.60934, -1.97642, 1.64814], [-2.90245, -1.35096, -1.89369], [0.85096, 0.62125, 0.46984], [0.00774, 0.26027, -0.82543]],
  "mulliken_charge": [0.252, -0.455, 0.847, -0.454, -0.526, -0.134, 0.235, 0.235]
}


Most stable one: run w, least stable one: run x.


Run w
{
  "formula": "CH2N2O2S",
  "method": "ωB97M-V/def2-TZVPD",
  "e_homo_ha": [-0.3228, -0.3665],
  "species": ["C", "N", "N", "O", "O", "S", "H", "H"],
  "coordinates": [[-1.19064, -0.36394, 0.02509], [0.03538, -0.92005, 0.03361], [-1.44657, 0.87044, -0.14601], [3.31053, 0.85574, 0.12005], [1.05977, -0.02586, 0.05728], [2.59105, -0.36733, -0.08968], [-1.93076, -1.16759, 0.14365], [-2.42875, 1.11858, -0.14399]],
  "mulliken_charge": [0.214, -0.443, -0.520, -0.361, 0.030, 0.480, 0.357, 0.242]
}


Run x
{
  "formula": "CH2N2O2S",
  "method": "ωB97M-V/def2-TZVPD",
  "smiles": "N=S(=O)=O.C#N",
  "e_homo_ha": -0.3954,
  "species": ["C", "N", "N", "O", "O", "S", "H", "H"],
  "coordinates": [[-1.26338, -1.54182, 0.65824], [-0.57100, -0.98586, -0.10772], [2.86290, 1.55320, -0.06742], [2.34928, -0.79150, 0.91742], [3.99963, -0.44596, -0.95090], [3.01278, 0.05463, -0.03817], [-1.91532, -2.08698, 1.27292], [2.01043, 2.08307, -0.09905]],
  "mulliken_charge": [0.060, -0.340, -0.405, -0.390, -0.393, 0.893, 0.290, 0.285]
}


Most stable one: run x, least stable one: run w.


Run w
{
  "formula": "C3H6N3O",
  "method": "ωB97M-V/def2-TZVPD",
  "smiles": "[H]/N=[N+](C)/C=C\\N=O",
  "e_homo_ha": -0.4920,
  "total_charge": 1,
  "species": ["C", "C", "C", "N", "N", "N", "O", "H", "H", "H", "H", "H", "H"],
  "coordinates": [[0.08943, 0.94466, -0.02095], [1.49948, 1.10715, -0.02963], [-1.84299, -0.44820, 0.05538], [0.39290, -1.27599, -0.07893], [-0.39866, -0.29116, -0.02307], [2.33937, 0.18703, -0.00946], [3.27051, -0.48884, 0.07418], [-0.56793, 1.79108, -0.00217], [1.88141, 2.12557, -0.08335], [-2.23298, 0.17654, 0.85761], [-2.30961, -0.14253, -0.88180], [-2.10112, -1.48718, 0.25596], [-0.01980, -2.19814, -0.11378]],
  "mulliken_charge": [-0.257, 0.047, -0.771, -0.888, 0.604, 0.486, -0.267, 0.390, 0.406, 0.330, 0.342, 0.308, 0.271]
}


Run x
{
  "formula": "C3H6N3O",
  "method": "ωB97M-V/def2-TZVPD",
  "e_homo_ha": -0.5299,
  "total_charge": 1,
  "species": ["C", "C", "C", "N", "N", "N", "O", "H", "H", "H", "H", "H", "H"],
  "coordinates": [[-2.21569, -0.56028, -0.47585], [-0.40952, 0.13493, 0.35700], [1.55686, -0.11478, 0.56350], [-2.48190, 0.59477, 0.05487], [-1.34298, 1.00834, 0.60332], [2.18890, -0.21075, -0.62763], [-0.90516, -0.88077, -0.33448], [-2.86677, -1.06187, -1.10068], [1.83932, 0.74024, 1.19506], [1.31254, -1.13583, 1.07365], [-1.29096, 1.84826, 1.06171], [2.09848, -1.00481, -1.15646], [2.51688, 0.64254, -1.21402]],
  "mulliken_charge": [0.012, 0.239, -0.378, -0.539, 0.381, -0.336, -0.189, 0.445, 0.378, 0.315, 0.177, 0.240, 0.255]
}


Most stable one: run x, least stable one: run w.


Run w
{
  "formula": "CH5S2",
  "method": "ωB97M-V/def2-TZVPD",
  "e_homo_ha": -0.1086,
  "total_charge": -1,
  "species": ["S", "H", "C", "S", "H", "H", "H", "H"],
  "coordinates": [[1.68965, 1.33340, 2.26858], [0.53896, 0.89695, 2.71773], [-0.66925, -0.70759, -1.04603], [0.41388, 0.68929, -1.07930], [-0.35979, -1.53052, -1.69579], [-0.69344, -1.06864, -0.01317], [-1.72510, -0.66086, -1.37244], [0.80510, 1.04795, 0.22041]],
  "mulliken_charge": [-0.786, -0.038, -0.749, -0.238, 0.243, 0.250, 0.271, 0.046]
}


Run x
{
  "formula": "CH5S2",
  "method": "ωB97M-V/def2-TZVPD",
  "e_homo_ha": -0.1041,
  "total_charge": -1,
  "species": ["C", "S", "H", "H", "H", "S", "H", "H"],
  "coordinates": [[1.19407, 0.62276, 0.03455], [0.84810, -0.97179, -0.63212], [0.43846, 1.34819, -0.25489], [1.25970, 0.61240, 1.12464], [2.19301, 1.01993, -0.34168], [-2.36089, -0.39264, -0.08296], [-0.95174, -0.74363, -0.43877], [-2.62069, -1.49523, 0.59123]],
  "mulliken_charge": [-0.737, -0.574, 0.234, 0.216, 0.200, -0.501, 0.103, 0.060]
}


Run y
{
  "formula": "CH5S2",
  "method": "ωB97M-V/def2-TZVPD",
  "e_homo_ha": -0.1013,
  "total_charge": -1,
  "species": ["S", "H", "C", "S", "H", "H", "H", "H"],
  "coordinates": [[0.37749, -0.91928, 2.33085], [-0.55897, -0.18242, 3.23995], [-0.06009, 0.58425, -1.20354], [-0.18819, -1.26660, -0.86660], [-0.55721, 1.28012, -0.47721], [-0.59551, 0.73766, -2.18581], [0.95344, 0.82416, -1.18739], [0.62903, -1.05790, 0.34976]],
  "mulliken_charge": [-0.792, -0.005, -0.767, -0.245, 0.270, 0.226, 0.267, 0.045]
}


Most stable one: run x, least stable one: run y.